one:
A structure of composition C6H10N3O, computed with ωB97M-V with the def2-TZVPD basis set.

Values from the calculation:
- Spin multiplicity: 1
- HOMO level: -13.59 eV
- Net charge: +1

Cartesian coordinates (Å):
1 C -1.782 0.507 0.797
2 C -1.845 -0.636 0.164
3 C 0.287 -0.056 0.376
4 C -3.001 -1.442 -0.330
5 C 2.376 1.584 -0.479
6 C 2.190 0.274 0.167
7 N 2.874 -0.746 -0.394
8 N -0.552 -0.953 -0.078
9 N -0.497 0.919 0.900
10 O 2.514 -1.913 -0.614
11 H -2.562 1.090 1.031
12 H -3.659 -1.606 0.489
13 H -3.465 -1.169 -1.214
14 H -2.472 -2.347 -0.424
15 H 3.398 1.868 -0.564
16 H 1.989 2.497 0.113
17 H 2.117 1.650 -1.570
18 H 2.500 0.345 1.204
19 H -0.248 -1.701 -0.675
20 H -0.160 1.834 1.100


two:
A cluster of 2 separate species, C6H10N3O in total, computed with ωB97M-V with the def2-TZVPD basis set.

Values from the calculation:
- Spin multiplicity: 1
- HOMO level: -13.34 eV
- Net charge: +1

Cartesian coordinates (Å):
1 C 2.516 -0.977 0.164
2 C 1.883 0.952 0.918
3 C 1.213 -0.982 -0.049
4 C 0.220 -1.894 -0.634
5 C -1.225 -1.675 -0.124
6 C -0.604 0.611 0.487
7 N 2.925 0.209 0.737
8 N 0.743 0.271 0.377
9 N -1.529 -0.240 0.167
10 O -1.645 3.131 -0.906
11 H 3.178 -1.757 -0.022
12 H 1.818 1.899 1.341
13 H 0.156 -1.730 -1.669
14 H 0.541 -2.789 -0.349
15 H -1.989 -2.043 -0.857
16 H -1.282 -2.042 0.825
17 H -0.977 1.437 0.994
18 H -2.504 0.110 0.348
19 H -0.970 3.842 -0.930
20 H -2.467 3.667 -0.817


Computed energies relative to the best structure, in hartree: one 0.1202; two 0.0000


one:
The molecule CH5N3O3, computed with ωB97M-V with the def2-TZVPD basis set.

Values from the calculation:
- Spin multiplicity: 1
- HOMO level: -9.18 eV
- SMILES string: [H]/N=[N+](\[O-])ONOC

Cartesian coordinates (Å):
1 C -1.061 1.113 -0.104
2 N 1.750 -2.936 -0.422
3 N 1.128 0.287 0.120
4 N 2.170 -1.812 -0.370
5 O 1.159 -0.963 0.528
6 O 3.047 -1.184 -0.840
7 O 0.086 0.518 -0.793
8 H -1.598 1.533 -0.926
9 H -0.809 1.939 0.698
10 H -1.532 0.313 0.329
11 H 2.317 -3.606 -0.939
12 H 1.192 1.101 0.813


two:
A cluster of 2 separate species, CH5N3O3 in total, computed with ωB97M-V with the def2-TZVPD basis set.

Values from the calculation:
- Spin multiplicity: 1
- HOMO level: -9.78 eV
- SMILES string: N/N=N\O.O=CO

Cartesian coordinates (Å):
1 N -2.058 -0.127 -0.271
2 O -0.308 1.590 -0.146
3 N -0.481 0.762 0.989
4 N -1.374 -0.149 0.881
5 H 0.171 2.339 0.244
6 H -2.413 -1.040 -0.533
7 H -1.568 0.382 -1.002
8 C 1.400 -0.925 0.306
9 O 2.267 -0.044 -0.235
10 O 0.726 -1.681 -0.420
11 H 1.982 0.030 -1.167
12 H 1.656 -1.135 1.355


Computed energies relative to the best structure, in hartree: one 0.1846; two 0.0000


one:
A structure of composition C5H10NP, computed with ωB97M-V with the def2-TZVPD basis set.

Values from the calculation:
- Spin multiplicity: 1
- HOMO level: -8.81 eV

Cartesian coordinates (Å):
1 C 1.745 0.657 -0.193
2 C 1.988 -0.149 0.994
3 C -1.716 0.627 -0.303
4 C -2.514 -0.241 0.622
5 C 1.518 -0.812 -0.271
6 N -1.047 -0.348 0.573
7 P -0.206 -1.661 -0.132
8 H 0.926 1.240 -0.122
9 H 2.543 1.022 -0.778
10 H 3.087 -0.416 1.126
11 H 1.261 -0.322 1.732
12 H -1.786 0.340 -1.282
13 H -1.720 1.585 0.046
14 H -3.043 0.360 1.492
15 H -3.021 -0.945 0.107
16 H 2.187 -1.341 -0.770
17 H -0.828 -1.396 -1.752


two:
A cluster of 2 separate species, C5H10NP in total, computed with ωB97M-V with the def2-TZVPD basis set.

Values from the calculation:
- Spin multiplicity: 1
- HOMO level: -8.78 eV
- SMILES string: CC(C)=NP.C#C

Cartesian coordinates (Å):
1 C -4.305 0.781 -0.414
2 C 2.473 -0.642 -0.224
3 C -3.142 0.591 -0.575
4 C 1.070 -0.425 0.232
5 C 0.269 -1.751 0.511
6 N 0.377 0.618 0.130
7 P 0.775 2.145 -0.321
8 H -5.317 1.098 -0.281
9 H 2.819 -1.673 -0.350
10 H 2.633 -0.083 -1.147
11 H 3.260 -0.208 0.262
12 H -2.093 0.497 -0.628
13 H 0.309 -2.496 -0.262
14 H -0.815 -1.450 0.530
15 H 0.519 -2.116 1.439
16 H -0.414 2.572 0.253
17 H 1.584 2.543 0.845


three:
A structure of composition C5H10NP, computed with ωB97M-V with the def2-TZVPD basis set.

Values from the calculation:
- Spin multiplicity: 1
- HOMO level: -8.07 eV

Cartesian coordinates (Å):
1 C -0.361 -1.410 0.643
2 C 0.493 -1.612 -0.558
3 C 0.858 0.941 0.471
4 C -0.370 1.939 0.724
5 C 0.170 -0.247 -0.142
6 N -1.067 2.104 -0.520
7 P -1.240 0.626 -1.018
8 H -1.394 -1.767 0.578
9 H 0.024 -1.459 1.626
10 H 1.589 -1.710 -0.335
11 H 0.303 -1.896 -1.569
12 H 1.409 1.500 -0.288
13 H 1.369 0.793 1.407
14 H -0.807 1.298 1.596
15 H 0.064 2.810 1.206
16 H -1.562 0.620 -2.392
17 H -2.436 0.079 -0.606


four:
The molecule C5H10NP, computed with ωB97M-V with the def2-TZVPD basis set.

Values from the calculation:
- Spin multiplicity: 1
- HOMO level (alpha / beta): -8.66 / -7.71 eV

Cartesian coordinates (Å):
1 C -0.281 -0.934 -1.228
2 C -1.623 -0.750 -0.638
3 C -1.378 -0.514 0.926
4 C -0.319 0.599 1.121
5 C 1.915 0.962 0.050
6 N 0.980 0.057 0.651
7 P 0.563 -1.246 -2.586
8 H -1.984 0.063 -1.196
9 H -2.270 -1.565 -0.574
10 H -2.217 -0.219 1.568
11 H -0.893 -1.317 1.395
12 H -0.460 1.386 0.484
13 H -0.461 0.991 2.101
14 H 2.819 0.763 0.689
15 H 2.241 0.642 -0.879
16 H 1.673 2.102 -0.148
17 H 1.696 -1.022 -1.736


Computed energies relative to the best structure, in hartree: one 0.0308; two 0.0138; three 0.0000; four 0.0943


one:
A cluster of 2 separate species, C5H10NP in total, computed with ωB97M-V with the def2-TZVPD basis set.

Values from the calculation:
- Spin multiplicity: 1
- HOMO level (alpha / beta): -9.54 / -9.08 eV

Cartesian coordinates (Å):
1 C 3.016 -0.093 0.171
2 C -0.984 -1.093 0.060
3 C 0.389 0.479 1.499
4 C 0.030 0.950 -0.896
5 C 0.294 -0.218 0.135
6 N 3.742 0.659 0.672
7 P 1.736 -1.185 -0.350
8 H -1.105 -1.803 0.869
9 H -1.843 -0.417 0.125
10 H -1.045 -1.542 -0.859
11 H 1.257 0.192 2.192
12 H -0.514 0.317 1.981
13 H 0.414 1.623 1.291
14 H -0.105 0.403 -1.789
15 H -0.795 1.585 -0.511
16 H 0.800 1.632 -1.100
17 H 2.556 -0.972 -2.535


two:
A cluster of 2 separate species, C5H10NP in total, computed with ωB97M-V with the def2-TZVPD basis set.

Values from the calculation:
- Spin multiplicity: 1
- HOMO level (alpha / beta): -7.40 / -6.71 eV

Cartesian coordinates (Å):
1 C -1.737 -1.075 0.293
2 C -1.579 0.188 0.097
3 C 1.272 0.067 -0.226
4 C -2.301 1.405 -0.087
5 C 2.740 -1.884 -0.404
6 N 1.622 -1.080 -0.201
7 P 1.525 1.748 0.052
8 H -2.785 -1.580 0.561
9 H -0.799 -1.778 0.167
10 H -3.056 1.179 -0.765
11 H -1.524 2.284 -0.237
12 H -2.841 1.645 0.931
13 H 3.581 -1.196 -0.755
14 H 2.328 -2.625 -1.196
15 H 3.166 -2.538 0.364
16 H 0.653 2.220 -0.953
17 H 2.657 2.166 -0.665


Computed energies relative to the best structure, in hartree: one 0.0000; two 0.0985